Molecular formula: C31H52N6O3S4SbScSi3
Method: DFT, ωB97M-V/def2-TZVPD

E_LUMO in hartree: 0.0052

Structure (ORCA input):
```
! wB97M-V def2-TZVPD RIJCOSX def2/J DEFGRID3
* xyz 0 1
Sc 1.13 -0.51 1.20
N 1.69 1.33 2.46
C 2.44 2.12 1.44
C 2.83 3.49 2.01
C 3.84 4.34 1.25
C 5.07 3.57 0.79
N 4.75 2.85 -0.45
C 4.95 1.55 -0.65
N 5.87 0.86 0.03
N 4.23 0.94 -1.60
C 1.70 2.07 0.11
O 1.96 2.87 -0.79
O 0.85 1.10 0.00
H 0.96 1.91 2.87
H 2.39 1.13 3.19
H 3.35 1.53 1.30
H 3.24 3.27 3.01
H 1.92 4.08 2.16
H 4.17 5.14 1.91
H 3.37 4.82 0.39
H 5.37 2.85 1.57
H 5.90 4.25 0.61
H 3.92 3.21 -0.91
H 6.27 1.30 0.84
H 5.62 -0.11 0.21
H 3.38 1.37 -1.93
H 4.32 -0.06 -1.71
C -3.65 -1.94 0.57
Sb -2.01 -0.55 0.54
C -0.37 -2.02 0.48
C -0.45 -2.52 1.88
C -0.30 -1.69 3.03
C -0.23 -2.23 4.30
C -0.33 -3.59 4.46
C -0.53 -4.35 3.31
N -0.58 -3.85 2.08
Si -0.11 -3.47 -0.71
C 0.38 -2.94 -2.44
C 1.35 -4.53 -0.19
C -1.61 -4.60 -0.88
C -2.51 0.71 -1.23
C -1.29 1.08 -2.04
C -1.06 2.39 -2.49
C 0.03 2.65 -3.31
C 0.86 1.61 -3.68
C 0.55 0.35 -3.20
N -0.48 0.09 -2.41
Si -3.66 -0.10 -2.52
C -3.60 0.90 -4.11
C -3.09 -1.83 -2.97
C -5.46 -0.16 -1.96
Si -3.31 2.19 -0.32
C -1.99 3.16 0.61
C -4.57 1.62 0.95
C -4.27 3.38 -1.43
H -3.33 -2.78 1.19
H -3.90 -2.32 -0.42
H -4.52 -1.47 1.02
H -0.36 -0.60 2.98
H -0.09 -1.58 5.16
H -0.26 -4.07 5.43
H -0.64 -5.43 3.38
H 1.39 -2.50 -2.43
H -0.30 -2.23 -2.90
H 0.43 -3.85 -3.05
H 2.24 -3.93 0.02
H 1.59 -5.19 -1.02
H 1.13 -5.15 0.69
H -2.54 -4.07 -1.11
H -1.75 -5.15 0.05
H -1.43 -5.32 -1.69
H -1.72 3.19 -2.22
H 0.22 3.66 -3.65
H 1.71 1.76 -4.33
H 1.16 -0.51 -3.48
H -2.60 0.87 -4.54
H -3.89 1.94 -3.99
H -4.28 0.44 -4.83
H -2.47 -1.80 -3.86
H -3.95 -2.49 -3.17
H -2.49 -2.29 -2.18
H -5.89 0.83 -1.85
H -5.60 -0.71 -1.03
H -6.03 -0.68 -2.74
H -1.76 2.66 1.55
H -2.36 4.16 0.84
H -1.06 3.25 0.04
H -4.15 1.03 1.77
H -5.39 1.05 0.51
H -5.00 2.52 1.40
H -3.65 4.06 -2.01
H -4.91 3.99 -0.78
H -4.93 2.86 -2.12
O 2.90 -4.01 5.40
C 3.15 -3.15 4.60
S 2.87 -3.29 2.86
C 3.36 -1.65 2.44
C 3.93 -0.88 3.42
S 4.73 0.64 3.28
S 3.88 -1.59 5.02
S 3.40 -1.23 0.73
*
```


Molecular formula: C31H52O11
Method: DFT, ωB97M-V/def2-TZVPD

SMILES: O=C1c2ccccc2C(=O)c2c(CCc3ccccc3)cccc21.CO.CO.CO.CO.CO.CO.CO.CO.CO
E_LUMO in hartree: -0.0290

Structure (ORCA input):
```
! wB97M-V def2-TZVPD RIJCOSX def2/J DEFGRID3
* xyz 0 1
O 3.43 -0.33 -0.58
C 2.28 0.01 -0.42
C 1.14 -0.95 -0.43
C 1.26 -2.26 0.00
C 0.14 -3.09 -0.03
C -1.08 -2.61 -0.50
C -1.19 -1.31 -0.98
C -0.07 -0.48 -0.94
C -0.13 0.90 -1.49
O -0.76 1.12 -2.50
C 0.70 1.91 -0.79
C 0.34 3.25 -0.69
C -0.90 3.87 -1.29
C -1.84 4.51 -0.26
C -2.96 3.70 0.34
C -3.56 4.24 1.49
C -4.65 3.61 2.07
C -5.14 2.42 1.54
C -4.54 1.87 0.42
C -3.45 2.51 -0.17
C 1.22 4.10 -0.01
C 2.41 3.65 0.54
C 2.76 2.31 0.41
C 1.91 1.44 -0.24
H 2.19 -2.66 0.37
H 0.27 -4.11 0.30
H -1.93 -3.28 -0.51
H -2.13 -0.95 -1.37
H -1.41 3.20 -1.97
H -0.54 4.70 -1.90
H -1.26 4.97 0.54
H -2.33 5.34 -0.79
H -3.20 5.18 1.89
H -5.12 4.04 2.94
H -5.99 1.91 1.99
H -4.90 0.95 -0.02
H -3.02 2.08 -1.06
H 0.98 5.15 0.08
H 3.07 4.33 1.05
H 3.69 1.98 0.83
C -0.38 -6.34 -1.56
O 0.52 -6.36 -0.46
H -1.31 -5.89 -1.22
H 0.02 -5.76 -2.39
H -0.58 -7.36 -1.91
H 1.34 -6.76 -0.76
C 2.33 -7.17 -4.69
O 1.01 -7.34 -4.18
H 2.94 -6.77 -3.88
H 2.75 -8.13 -5.01
H 2.35 -6.47 -5.52
H 0.46 -7.68 -4.89
C 1.24 -0.70 -4.49
O 1.30 -1.94 -3.78
H 1.67 -0.87 -5.48
H 0.21 -0.37 -4.59
H 1.82 0.06 -3.97
H 0.92 -1.80 -2.91
C -5.65 -0.99 2.45
O -5.46 -1.21 1.05
H -6.55 -0.40 2.56
H -5.78 -1.93 2.98
H -4.81 -0.44 2.88
H -4.65 -1.73 0.95
C -1.81 -3.67 3.24
O -1.24 -2.40 2.93
H -2.62 -3.50 3.94
H -2.21 -4.15 2.34
H -1.08 -4.34 3.70
H -0.52 -2.56 2.31
C 2.80 -0.96 2.96
O 3.47 -2.13 2.53
H 1.88 -1.24 3.48
H 3.43 -0.39 3.65
H 2.55 -0.33 2.10
H 4.28 -1.86 2.09
C -3.66 6.12 5.06
O -4.32 6.36 3.82
H -2.64 5.82 4.82
H -3.63 7.02 5.67
H -4.14 5.32 5.62
H -5.23 6.62 4.01
C 6.58 0.86 1.56
O 5.27 0.77 2.11
H 7.20 1.36 2.29
H 7.00 -0.13 1.36
H 6.57 1.44 0.63
H 4.71 0.33 1.47
C 4.07 1.91 -3.64
O 4.72 3.13 -3.98
H 3.21 2.14 -3.03
H 3.74 1.38 -4.53
H 4.74 1.26 -3.06
H 5.48 2.92 -4.52
*
```


Molecular formula: C31H52P2Pt
Method: DFT, ωB97M-V/def2-TZVPD

E_LUMO (spin up / spin down) in hartree: -0.1841 / -0.2999

Structure (ORCA input):
```
! wB97M-V def2-TZVPD RIJCOSX def2/J DEFGRID3
* xyz 2 5
Pt 0.77 0.46 -1.53
C 0.09 -2.93 1.94
C 1.36 -2.96 1.33
C 1.43 -1.35 2.96
C 0.13 -1.95 2.98
C 2.18 -1.97 1.94
C -1.05 -3.80 1.60
H -1.02 -4.07 0.54
H -2.00 -3.29 1.79
H -1.04 -4.72 2.18
C -0.94 -1.65 3.95
H -1.86 -2.21 3.71
H -1.19 -0.58 3.97
H -0.65 -1.94 4.98
C 1.93 -0.31 3.88
H 2.66 -0.72 4.59
H 1.11 0.13 4.47
H 2.43 0.50 3.33
C 3.59 -1.69 1.58
H 4.23 -2.56 1.79
H 3.97 -0.83 2.13
H 3.69 -1.47 0.50
C 1.78 -3.94 0.30
H 1.87 -4.96 0.72
H 2.75 -3.68 -0.14
H 1.04 -4.00 -0.51
C -0.67 0.18 -3.00
C -0.44 -1.12 -2.40
C 0.36 -2.21 -3.08
C 1.86 -2.19 -2.77
C 2.26 -0.83 -2.26
C 2.13 0.32 -3.12
C 1.41 0.23 -4.45
C -0.13 0.42 -4.39
H 0.14 -2.19 -4.16
H 2.40 -2.46 -3.68
H -0.02 -3.18 -2.73
H -0.64 -0.24 -5.12
H -1.60 0.69 -2.76
H -1.35 -1.49 -1.91
H -0.39 1.45 -4.68
H 1.81 1.07 -5.04
H 2.98 1.03 -3.09
H 1.61 -0.72 -4.95
H 2.08 -2.97 -2.03
H 3.03 -0.85 -1.48
P -3.10 -0.28 -0.37
C -3.78 -0.36 1.32
H -4.78 -0.81 1.29
H -3.81 0.64 1.76
H -3.12 -0.98 1.93
C -4.00 1.09 -1.17
H -5.04 0.80 -1.34
H -3.52 1.32 -2.12
H -3.96 1.99 -0.55
C -3.94 -1.68 -1.16
H -3.67 -1.73 -2.23
H -5.03 -1.53 -1.06
H -3.63 -2.63 -0.68
P 1.89 2.42 -0.75
C 3.57 2.13 -0.12
H 4.22 2.98 -0.35
H 3.97 1.22 -0.57
H 3.52 1.98 0.97
C 1.99 3.42 -2.29
H 2.51 2.87 -3.08
H 2.50 4.36 -2.06
H 0.97 3.64 -2.64
C 1.29 3.76 0.34
H 1.89 4.66 0.15
H 1.39 3.45 1.39
H 0.24 3.98 0.12
C -0.06 0.93 0.88
C -1.02 1.91 1.42
C -1.77 2.77 0.59
C -2.66 3.70 1.11
C -2.86 3.78 2.49
C -2.12 2.95 3.35
C -1.19 2.05 2.81
H 0.79 0.74 1.54
H -0.53 0.00 0.45
H -1.58 2.73 -0.49
H -3.20 4.37 0.43
H -3.57 4.49 2.90
H -2.25 3.00 4.43
H -0.57 1.44 3.47
*
```


Molecular formula: C31H53N2O8S
Method: DFT, ωB97M-V/def2-TZVPD

E_LUMO in hartree: -0.1794

Structure (ORCA input):
```
! wB97M-V def2-TZVPD RIJCOSX def2/J DEFGRID3
* xyz 1 1
O 1.38 -2.74 0.74
C 0.91 -3.81 1.01
O -0.34 -4.18 0.69
C 1.74 -4.85 1.72
C 3.10 -4.60 1.77
C 3.93 -5.51 2.38
N 3.42 -6.64 2.89
C 2.11 -6.92 2.87
C 1.22 -6.02 2.31
N -0.15 -6.33 2.33
C -0.85 -5.71 3.13
S -1.79 -4.80 3.95
H -0.60 -3.69 -0.12
H 3.52 -3.69 1.36
H 4.99 -5.35 2.46
H 4.06 -7.31 3.31
H 1.76 -7.84 3.30
C -3.30 -0.90 1.33
C -2.80 0.41 0.72
C -2.11 -0.08 -0.55
O -2.80 -1.27 -0.95
C -3.68 -1.70 0.09
H -4.12 -0.77 2.02
H -2.47 -1.40 1.85
H -3.66 1.04 0.46
H -2.14 0.98 1.36
H -1.06 -0.34 -0.35
H -2.13 0.64 -1.36
H -4.71 -1.48 -0.21
H -3.58 -2.77 0.23
C 5.01 0.19 -0.14
C 5.68 0.50 1.20
C 5.28 -0.70 2.04
O 5.15 -1.81 1.14
C 5.17 -1.32 -0.22
H 5.44 0.71 -0.98
H 3.95 0.45 -0.09
H 6.76 0.53 1.08
H 5.36 1.44 1.64
H 4.31 -0.54 2.53
H 6.01 -0.95 2.81
H 6.13 -1.59 -0.67
H 4.38 -1.81 -0.78
C 4.14 4.33 -3.40
C 5.29 3.83 -4.27
C 6.04 2.93 -3.31
O 5.07 2.39 -2.41
C 3.83 3.10 -2.57
H 3.28 4.69 -3.96
H 4.49 5.14 -2.75
H 4.90 3.25 -5.11
H 5.91 4.63 -4.68
H 6.78 3.49 -2.72
H 6.56 2.11 -3.81
H 3.12 2.44 -3.08
H 3.42 3.34 -1.58
C 0.99 4.64 1.79
C -0.37 4.63 1.10
C 0.01 4.43 -0.36
O 1.22 3.66 -0.35
C 1.75 3.61 0.97
H 0.96 4.40 2.85
H 1.46 5.63 1.67
H -0.96 3.78 1.46
H -0.96 5.53 1.27
H 0.21 5.39 -0.84
H -0.75 3.91 -0.93
H 1.60 2.60 1.37
H 2.83 3.80 0.93
C -3.04 -1.76 -4.18
C -1.76 -1.09 -4.67
C -2.17 -0.60 -6.05
O -3.56 -0.31 -5.98
C -4.10 -0.84 -4.77
H -3.11 -1.84 -3.10
H -3.13 -2.76 -4.62
H -1.52 -0.24 -4.03
H -0.90 -1.76 -4.69
H -2.01 -1.38 -6.81
H -1.63 0.29 -6.37
H -4.32 0.00 -4.09
H -5.04 -1.35 -4.98
C -7.10 1.05 4.67
C -8.18 1.43 3.65
C -7.34 1.72 2.41
O -6.19 0.87 2.49
C -6.11 0.29 3.80
H -7.47 0.46 5.50
H -6.64 1.95 5.07
H -8.83 0.57 3.47
H -8.79 2.27 3.95
H -7.01 2.76 2.39
H -7.87 1.51 1.48
H -6.37 -0.77 3.72
H -5.08 0.37 4.16
*
```